## w
{
  "formula": "C11H13N2OP",
  "method": "the ωB97M-V functional and the def2-TZVPD basis",
  "homo_ev": -8.73,
  "lumo_ev": 0.6,
  "homo_lumo_gap_ev": 9.3352,
  "species": ["C", "C", "C", "C", "C", "C", "C", "C", "C", "C", "C", "N", "N", "O", "P", "H", "H", "H", "H", "H", "H", "H", "H", "H", "H", "H", "H", "H"],
  "coordinates": [[-3.91, 0.68, -0.09], [-3.09, -0.15, 0.63], [-3.39, 1.59, -0.95], [-1.76, -0.08, 0.51], [-1.98, 1.72, -1.08], [2.51, -0.53, 3.02], [2.00, 0.70, 3.37], [-1.26, 0.83, -0.38], [1.36, 0.16, 1.32], [0.73, -1.87, -1.11], [0.77, -0.61, -1.94], [2.15, -0.82, 1.75], [1.31, 1.10, 2.26], [0.91, 2.18, -1.19], [0.57, 0.84, -0.78], [-4.90, 0.51, -0.13], [-3.64, -0.81, 1.30], [-4.12, 2.35, -1.48], [-1.05, -0.46, 1.22], [-1.78, 2.51, -1.84], [3.09, -1.16, 3.67], [1.94, 1.39, 4.19], [1.71, -2.03, -0.69], [0.00, -1.67, -0.33], [0.22, -2.55, -1.65], [-0.12, -0.69, -2.61], [1.59, -0.53, -2.62], [0.74, 1.97, 2.23]]
}

=====

## x
{
  "formula": "C11H13N2OP",
  "method": "the ωB97M-V functional and the def2-TZVPD basis",
  "homo_ev": -8.72,
  "smiles": "CC[P@@](=O)(c1ccccc1)c1ncc[nH]1",
  "lumo_ev": 0.9,
  "homo_lumo_gap_ev": 9.5851,
  "species": ["C", "C", "P", "O", "C", "C", "C", "C", "C", "C", "C", "N", "C", "C", "N", "H", "H", "H", "H", "H", "H", "H", "H", "H", "H", "H", "H", "H"],
  "coordinates": [[2.43, -2.12, -0.40], [0.90, -2.03, -0.43], [0.33, -0.34, -1.07], [0.69, -0.06, -2.44], [-1.41, 0.02, -0.60], [-1.71, 0.39, 0.69], [-3.08, 0.57, 1.04], [-4.12, 0.40, 0.15], [-3.81, 0.38, -1.20], [-2.42, 0.14, -1.54], [1.38, 0.98, -0.07], [1.36, 1.41, 1.18], [2.41, 2.26, 1.31], [3.10, 2.33, 0.10], [2.46, 1.55, -0.74], [2.89, -1.83, -1.48], [2.70, -1.33, 0.24], [2.61, -3.01, 0.09], [0.46, -2.38, 0.54], [0.42, -2.75, -1.09], [-0.93, 0.54, 1.33], [-3.38, 0.70, 2.01], [-5.09, 0.43, 0.47], [-4.53, 0.42, -1.90], [-2.28, 0.25, -2.63], [2.70, 2.81, 2.16], [3.95, 2.89, -0.36], [2.71, 1.07, -1.56]]
}

=====

We find x to be the most stable, with the next structure 1.191 eV higher.

=====

## w
{
  "formula": "CHClFNO2",
  "method": "the ωB97M-V functional and the def2-TZVPD basis",
  "homo_ev": -11.47,
  "smiles": "O=[N+]([O-])[C@@H](F)Cl",
  "lumo_ev": -0.1,
  "homo_lumo_gap_ev": 11.3845,
  "species": ["O", "N", "O", "C", "F", "Cl", "H"],
  "coordinates": [[0.42, 0.98, 1.36], [0.53, 0.69, 0.21], [1.18, 1.17, -0.66], [-0.46, -0.43, -0.22], [-0.28, -0.60, -1.54], [0.02, -1.89, 0.65], [-1.41, 0.08, 0.20]]
}

=====

## x
{
  "formula": "CHClFNO2",
  "method": "the ωB97M-V functional and the def2-TZVPD basis",
  "homo_ev": [-10.57, -10.96],
  "lumo_ev": [-2.4, -2.8],
  "homo_lumo_gap_ev": [8.1722, 8.1076],
  "species": ["C", "N", "O", "O", "F", "Cl", "H"],
  "coordinates": [[0.38, 0.48, -0.01], [1.62, -0.09, -0.03], [1.65, -1.32, 0.01], [2.67, 0.62, -0.12], [0.24, 1.79, -0.02], [4.98, -0.02, -0.03], [-0.50, -0.14, 0.03]]
}

=====

We find w to be the most stable, with the next structure 3.159 eV higher.